one:
A gas-phase ion, C3H4NO (charge +1). Source: the OMol25 dataset; level of theory: wB97M-V/def2-TZVPD.

Gap between HOMO and LUMO (alpha / beta) (eV): 8.31 / 8.31
E_HOMO (alpha / beta) (eV): -15.4 / -15.4

Structure (ORCA input):
```
! RIJCOSX wB97M-V def2-TZVPD def2/J DEFGRID3
* xyz 1 1
O -0.7361 -0.7078 -0.3116
N 1.1004 1.0046 -0.1345
C -0.5786 -0.2737 0.8206
C 0.5814 0.7067 0.9452
C -0.0288 -0.3880 -1.4092
H 0.7285 1.0456 1.9623
H 0.6790 -1.0717 -1.6236
H -1.1017 -0.5619 1.7848
H -0.6442 0.2460 -2.0340
*
```

=====

two:
2 unconnected molecules or ions with the total composition C3H4NO. Source: the OMol25 dataset; level of theory: wB97M-V/def2-TZVPD.

Gap between HOMO and LUMO (eV): 12.28
E_HOMO (eV): -17.2

Structure (ORCA input):
```
! RIJCOSX wB97M-V def2-TZVPD def2/J DEFGRID3
* xyz 1 1
O -2.7505 0.3717 -1.6623
N 0.5204 -0.0147 0.8452
C 0.9074 -0.4273 -0.4049
C 0.1402 0.3239 1.8762
C -1.7240 0.5786 -1.2158
H -0.1405 0.6811 2.8012
H 0.2082 -1.2133 -0.9064
H 1.8710 -0.9246 -0.3184
H 0.9678 0.6245 -1.0148
*
```

=====

Q: Which of them is the most stable? A: two.

=====

one:
2 unconnected molecules or ions with the total composition C5H11O2. Source: the OMol25 dataset; level of theory: wB97M-V/def2-TZVPD.

Gap between HOMO and LUMO (alpha / beta) (eV): 11.73 / 7.36
E_HOMO (alpha / beta) (eV): -10.9 / -10.6
⟨S²⟩: 0.76

Structure (ORCA input):
```
! RIJCOSX wB97M-V def2-TZVPD def2/J DEFGRID3
* xyz 0 2
O -1.5156 0.7705 0.1304
O -3.4365 -0.4623 0.1983
C 0.0284 -1.1428 1.5289
C 1.9290 1.4336 -0.9352
C 0.8785 0.8300 -1.8516
C -2.2712 -0.1553 0.3755
C -1.4886 -1.2246 1.3585
H 0.4626 -0.8755 0.5600
H 0.3971 -0.4898 2.3100
H -1.6970 -2.1978 0.9182
H 0.8130 1.3451 -2.8241
H -0.1119 0.8033 -1.3863
H 2.9307 1.1484 -1.2556
H 1.8317 1.0952 0.1036
H 1.7580 2.5163 -0.9223
H 0.3774 -2.1567 1.7352
H 1.1513 -0.1298 -2.3341
H -2.0369 -1.1080 2.2905
*
```

=====

two:
2 unconnected molecules or ions with the total composition C5H11O2. Source: the OMol25 dataset; level of theory: wB97M-V/def2-TZVPD.

Gap between HOMO and LUMO (alpha / beta) (eV): 11.56 / 7.48
E_HOMO (alpha / beta) (eV): -10.8 / -10.5
⟨S²⟩: 0.75

Structure (ORCA input):
```
! RIJCOSX wB97M-V def2-TZVPD def2/J DEFGRID3
* xyz 0 2
O -2.9786 -1.5041 -0.3954
O -1.2525 -0.7695 0.6741
C 1.3180 -0.0872 2.0998
C -1.9677 -0.7783 -0.2873
C 2.0841 1.0274 1.4277
C -0.5569 -0.5316 -2.2861
C -1.7081 0.0705 -1.4898
H -0.7523 -0.3034 -3.3359
H 1.5338 1.4802 0.6194
H 3.1406 0.8334 1.3499
H -1.4600 1.1331 -1.0032
H -0.4124 -1.7252 -2.1449
H 1.7353 -0.5550 2.8565
H 1.1226 -1.0214 1.4877
H -2.6349 0.5737 -2.0158
H 0.3971 0.0100 -2.1477
H 0.3448 0.2702 2.5053
H 2.0472 1.8774 2.0856
*
```

=====

Q: Which of them is the most stable? A: one.

=====

one:
A molecular structure, C21H21IN3PtS2. Source: the OMol25 dataset; level of theory: wB97M-V/def2-TZVPD.

Gap between HOMO and LUMO (eV): 5.27
E_HOMO (eV): -2.8

Structure (ORCA input):
```
! RIJCOSX wB97M-V def2-TZVPD def2/J DEFGRID3
* xyz -1 1
Pt -0.1872 -0.0153 -0.2872
I -2.8576 0.5172 2.4214
S -0.6551 2.2069 -0.0507
S -1.9460 -0.1744 -1.7105
N 0.0245 -0.1422 2.3088
N 0.4085 -2.0304 -0.4987
N 2.1433 0.0676 -0.3537
C 1.2816 -0.2524 2.7534
C -0.5299 -3.1337 -0.3704
C -2.1133 2.4383 -0.9990
C -0.3532 -3.6457 3.3844
C -2.6650 1.4276 -1.6860
C 0.0009 -3.5610 2.0504
C 3.1891 0.8797 -0.5132
C 0.6376 0.4116 4.9479
C -3.9206 1.5525 -2.4997
C -2.6252 -3.1401 2.8055
C 1.6547 -2.2598 -0.7136
C -0.9057 0.2486 3.1525
C 1.6336 0.0165 4.0606
C 3.9457 -1.1572 -1.0259
C -0.9515 -3.2594 1.0783
C -0.6610 0.5305 4.4895
C 2.5868 -1.1986 -0.6736
C -2.6807 3.8326 -0.9606
C -2.2643 -3.0481 1.4671
C -1.6737 -3.4355 3.7656
C 4.3282 0.1747 -0.9227
H 4.5541 -1.9937 -1.3392
H -1.9919 4.4985 -0.4398
H 0.8710 0.6351 5.9813
H -1.3973 -2.9394 -1.0015
H -0.0611 -4.0691 -0.7043
H -3.7627 1.1774 -3.5148
H -1.4676 0.8428 5.1371
H 1.0351 -3.6993 1.7545
H 3.0913 1.9404 -0.3303
H 1.9917 -3.2830 -0.8891
H -3.6370 3.8678 -0.4295
H -2.9975 -2.7714 0.7186
H 2.0138 -0.5573 2.0145
H -4.2565 2.5883 -2.5677
H -4.7302 0.9598 -2.0636
H -1.9533 -3.4898 4.8109
H 5.3023 0.5933 -1.1264
H 2.6654 -0.0764 4.3723
H 0.3998 -3.8666 4.1315
H -2.8409 4.2395 -1.9630
H -3.6491 -2.9458 3.0989
*
```

=====

two:
A molecular structure, C21H21IN3PtS2. Source: the OMol25 dataset; level of theory: wB97M-V/def2-TZVPD.

Gap between HOMO and LUMO (eV): 5.03
E_HOMO (eV): -2.7

Structure (ORCA input):
```
! RIJCOSX wB97M-V def2-TZVPD def2/J DEFGRID3
* xyz -1 1
Pt 0.6902 0.8871 -0.3403
I -2.3280 0.0238 0.8652
S 2.1242 0.1306 3.7942
S 2.0032 -0.8568 0.4014
N -0.0729 2.5836 -1.2728
N 1.0064 0.4295 -2.3044
N 0.0840 1.5808 1.4709
C 0.1785 2.5890 -2.6204
C 0.2324 -3.0554 -2.0269
C -0.8610 -3.8851 -1.8225
C 1.2654 -0.9022 -2.8300
C -2.1311 -3.4678 -2.1916
C -1.1904 1.4665 1.8372
C 1.0375 -3.1759 1.5012
C 0.9481 -2.3172 4.1760
C -2.3013 -2.2148 -2.7664
C 0.8922 2.3969 2.1634
C -1.2055 -1.3901 -2.9695
C -0.1695 3.8290 -3.1660
C 0.4142 3.2135 3.1736
C 0.7007 1.3754 -3.1331
C 1.4874 -1.3492 3.1323
C -0.9185 3.1230 3.5223
C 0.0711 -1.8050 -2.6043
C -0.5529 3.7890 -0.9528
C 1.4702 -1.7650 1.8425
C -0.6369 4.5960 -2.0972
C -1.7359 2.2172 2.8641
H 0.9115 -1.8227 5.1431
H -0.0567 -2.6703 3.9206
H -0.7209 -4.8486 -1.3485
H -3.2908 -1.8737 -3.0458
H 1.2166 -3.3595 -1.6997
H 1.3338 -3.8925 2.2715
H -2.9866 -4.1097 -2.0208
H -2.7695 2.0752 3.1411
H 1.4971 -3.4943 0.5664
H -0.8355 4.0266 0.0630
H -1.3233 3.7377 4.3163
H -0.0502 -3.2629 1.3768
H -0.9997 5.6112 -2.1326
H 2.1405 -1.3195 -2.3343
H 0.7896 1.2029 -4.2042
H 1.0941 3.8753 3.6894
H 1.9301 2.3716 1.8722
H -1.3517 -0.3995 -3.3855
H 1.4607 -0.8188 -3.9054
H 1.5892 -3.2002 4.2701
H -0.0800 4.1253 -4.1998
*
```

=====

Q: Which of them is the most stable? A: one.